{
  "formula": "C29H27Cl2MnN7O3S",
  "method": "ωB97M-V with the def2-TZVPD basis set",
  "total_charge": -2,
  "spin_multiplicity": 6,
  "gap_ev": [3.7608, 3.9855],
  "symbols": ["Mn", "N", "C", "C", "N", "C", "C", "N", "C", "C", "N", "H", "H", "H", "H", "H", "H", "O", "C", "O", "C", "C", "C", "C", "C", "C", "S", "H", "H", "H", "H", "C", "C", "N", "C", "C", "C", "O", "C", "C", "C", "C", "N", "C", "H", "H", "H", "H", "H", "H", "H", "H", "H", "H", "H", "H", "H", "H", "Cl", "C", "C", "C", "C", "C", "Cl", "C", "N", "H", "H", "H"],
  "positions_angstrom": [[-0.105890, 0.497741, -0.346737], [2.338597, -0.886046, -1.702788], [3.366707, 0.543919, -1.619274], [2.847527, 0.996094, -0.465018], [1.290853, 1.507957, 1.063849], [1.616721, -0.789332, -0.370971], [0.704910, -1.954261, -0.115944], [0.493637, -2.965760, -0.936983], [-0.228844, -3.878848, -0.201512], [-0.428709, -3.432215, 1.070058], [0.181668, -2.200442, 1.122673], [2.598926, -1.734837, -2.175847], [4.121353, 0.850274, -2.314161], [3.162531, 2.022515, -0.230979], [-0.549149, -4.804826, -0.651039], [-0.954100, -3.843542, 1.913358], [0.225881, -1.570239, 1.907898], [-2.969108, -0.826878, -3.036502], [-2.504892, -0.488509, -1.943718], [-1.382633, 0.101017, -1.812519], [-3.342688, -0.779866, -0.683505], [-4.472382, -1.566519, -0.929865], [-5.384573, -1.900392, 0.053862], [-5.170663, -1.456154, 1.351493], [-4.052776, -0.698362, 1.636445], [-3.115792, -0.337648, 0.650048], [-1.774632, 0.667546, 1.230747], [-4.614659, -1.884034, -1.954475], [-6.257233, -2.497687, -0.188331], [-5.885244, -1.683606, 2.136569], [-3.866659, -0.339652, 2.641390], [0.969999, 7.838272, 2.571306], [2.099992, 7.427157, 1.634017], [1.877193, 6.117474, 1.043318], [2.472036, 4.973101, 1.730199], [3.960955, 4.819071, 1.415314], [1.234444, 6.062342, -0.144260], [0.777169, 7.070754, -0.678628], [1.150915, 4.740116, -0.859876], [2.017492, 4.524674, -1.929167], [1.870559, 3.378817, -2.679104], [0.896803, 2.456878, -2.314146], [0.058420, 2.644130, -1.297377], [0.194323, 3.774174, -0.589267], [1.138274, 8.851382, 2.943866], [0.905798, 7.161163, 3.424271], [0.023701, 7.818663, 2.032095], [3.051632, 7.401306, 2.168713], [2.169771, 8.148517, 0.820084], [1.948152, 4.060302, 1.457568], [2.322997, 5.116200, 2.801569], [4.084460, 4.302268, 0.461320], [4.441423, 4.215647, 2.186329], [4.462538, 5.788152, 1.358406], [2.808900, 5.235579, -2.137711], [2.531796, 3.160233, -3.507178], [0.707968, 1.565123, -2.904667], [-0.505704, 3.884247, 0.232460], [1.808140, 0.437985, 0.430312], [2.390047, -0.114582, 1.690835], [3.118834, -1.193763, 2.209965], [3.512264, -1.185522, 3.545339], [3.223511, -0.183835, 4.484057], [2.480403, 0.994882, 4.167768], [2.274158, 2.228122, 5.392889], [1.967485, 1.127678, 2.922413], [1.075353, 2.211057, 2.121596], [3.415562, -1.992355, 1.536677], [4.086909, -2.037453, 3.894178], [3.561842, -0.305963, 5.505692]],
  "forces_ev_per_a": [[-2.8, 1.0, -1.4], [1.3, 4.7, 0.5], [-3.6, -5.5, 0.6], [8.3, 6.1, -6.4], [-9.4, 12.2, -1.0], [-1.2, -11.6, -8.9], [1.7, 1.0, 0.8], [0.1, 0.0, -0.2], [0.1, 0.1, 0.0], [-0.1, 0.0, -0.1], [0.0, -0.2, 0.0], [0.1, -0.4, 0.7], [-0.2, -0.1, -0.2], [-0.1, -0.4, 0.7], [-0.1, 0.0, 0.1], [-0.1, 0.0, 0.0], [-0.1, 0.0, 0.0], [-0.2, 0.0, 0.1], [0.1, 0.1, 0.0], [-0.1, -0.1, -0.3], [-0.1, -0.1, 0.2], [0.0, 0.1, 0.0], [-0.1, -0.1, -0.1], [0.0, 0.1, 0.1], [0.0, 0.0, -0.1], [0.4, 0.1, -0.4], [-0.9, -0.1, 0.7], [0.0, 0.0, 0.0], [0.0, 0.0, 0.0], [0.0, 0.0, 0.0], [0.0, 0.0, 0.0], [0.1, 0.0, 0.0], [-0.2, 0.1, -0.1], [0.2, 0.0, 0.0], [0.2, 0.1, -0.3], [-0.2, -0.1, 0.0], [-0.1, 0.1, 0.0], [0.0, 0.0, 0.0], [0.0, 0.0, 0.0], [0.0, -0.1, 0.2], [0.2, -0.2, 0.0], [-0.7, 0.2, -0.5], [0.7, 0.5, -0.2], [-0.3, -0.1, 0.2], [0.0, 0.0, 0.0], [-0.1, 0.0, 0.0], [0.0, 0.0, 0.0], [0.0, 0.0, 0.0], [0.1, 0.0, 0.0], [-0.1, 0.0, 0.3], [-0.1, -0.1, 0.0], [0.1, 0.1, 0.0], [0.0, 0.0, 0.0], [0.0, 0.0, 0.0], [-0.1, 0.1, -0.1], [0.0, 0.0, 0.0], [0.2, -0.1, 0.1], [0.1, 0.0, 0.1], [1.5, -3.2, 1.1], [2.0, -0.1, 11.2], [0.1, 0.1, -0.3], [-0.1, 0.2, 0.2], [0.1, 0.0, -0.1], [0.4, -1.0, -0.4], [-0.1, 0.0, 0.0], [-0.8, 0.3, -2.6], [3.8, -3.3, 5.5], [0.0, -0.1, 0.1], [0.0, 0.0, 0.1], [0.0, 0.0, 0.0]],
  "lowdin_charge": [0.418, 0.054, 0.015, -0.406, -0.552, -0.524, -0.361, 0.089, -0.181, -0.119, 0.088, 0.052, 0.054, 0.127, 0.076, 0.092, 0.125, -0.021, -0.603, -0.134, -0.125, -0.061, -0.132, -0.136, -0.170, -0.580, 0.609, 0.100, 0.078, 0.082, 0.073, -0.075, -0.219, -0.057, -0.196, -0.065, -0.422, 0.038, -0.123, -0.022, -0.068, -0.138, 0.054, -0.063, 0.065, 0.070, 0.075, 0.110, 0.110, 0.064, 0.118, 0.059, 0.075, 0.061, 0.119, 0.100, 0.119, 0.129, 0.705, -0.294, -0.097, -0.157, -0.176, -0.710, 0.567, -0.077, 0.046, 0.103, 0.079, 0.066]
}